Molecular formula: C47H55IrN7O4PSe
Method: DFT, ωB97M-V/def2-TZVPD

Values from the calculation:
- Net charge: +3
- M: 1084.15 g mol⁻¹
- Orbital gap (spin up / spin down): 0.298 / 0.182 Ha
- ⟨S²⟩: 8.77
- Energy: -145704.3149 eV
- Multiplicity: 6

Cartesian coordinates (Å):
Ir 0.1105 0.1107 -0.0593
N 1.5550 -1.2526 1.2959
C 2.4640 -2.0646 0.4883
C 2.6289 -3.4646 1.1014
C 3.5795 -4.4520 0.4134
C 5.0422 -4.0090 0.3003
N 5.2553 -3.2625 -0.9361
C 6.4301 -2.9764 -1.4578
N 6.4891 -2.3504 -2.6444
N 7.5618 -3.2406 -0.8035
C 1.8947 -2.1342 -0.9753
O 2.6352 -2.5410 -1.8650
O 0.6849 -1.7513 -1.0974
H 2.0375 -0.6667 1.9718
H 0.9053 -1.8282 1.8253
H 3.4234 -1.5492 0.4066
H 1.6386 -3.9300 1.1414
H 2.9660 -3.3325 2.1340
H 3.2102 -4.7085 -0.5795
H 3.5593 -5.3655 1.0068
H 5.6695 -4.9035 0.2921
H 5.3238 -3.3988 1.1656
H 4.3982 -3.0390 -1.4638
H 5.6594 -2.2893 -3.2114
H 7.3693 -2.2733 -3.1251
H 7.5495 -3.7020 0.0894
H 8.4584 -3.0615 -1.2220
O 0.4010 -0.1534 3.6810
C -0.1855 0.6409 2.9753
O -0.8581 0.3417 1.8950
C -0.1646 2.1286 3.2707
C -0.5925 2.6059 4.4979
C -0.6260 3.9782 4.7179
C -0.2156 4.8580 3.7279
C 0.2473 4.3815 2.5102
C 0.2751 3.0064 2.2784
P 1.0331 2.3373 0.7726
C 1.0232 3.6773 -0.4401
C 2.1838 4.1607 -1.0406
C 2.0985 5.1950 -1.9619
C 0.8646 5.7291 -2.3034
C -0.2974 5.2276 -1.7296
C -0.2216 4.1984 -0.8081
C 2.7676 2.0448 1.1974
C 3.3556 2.5603 2.3489
C 4.7208 2.4108 2.5441
C 5.4964 1.7441 1.6055
C 4.9064 1.1987 0.4715
C 3.5449 1.3467 0.2663
H -0.9038 1.9133 5.2686
H -0.9628 4.3559 5.6741
H -0.2496 5.9253 3.9012
H 0.6031 5.0668 1.7523
H 3.1494 3.7570 -0.7694
H 3.0027 5.5882 -2.4077
H 0.8094 6.5459 -3.0109
H -1.2577 5.6463 -2.0005
H -1.1243 3.8046 -0.3515
H 2.7636 3.0891 3.0845
H 5.1827 2.8291 3.4282
H 6.5642 1.6615 1.7581
H 5.5145 0.6888 -0.2653
H 3.0740 0.9365 -0.6240
C -6.7618 -1.4495 0.9210
C -6.8442 0.0153 1.3530
C -5.6020 0.8517 1.0297
C -4.4289 0.6874 2.0018
N -3.7999 -0.6359 1.9742
C -3.0150 -1.1152 0.9967
Se -2.5350 -0.1516 -0.5264
N -2.5920 -2.3517 1.3101
C -1.8341 -3.2658 0.4577
C -2.7332 -4.3185 -0.2033
C -3.8348 -3.7359 -1.0874
C -3.3135 -3.1200 -2.3821
C -3.1150 -2.6837 2.5424
C -2.9897 -3.8343 3.3175
C -3.6533 -3.8426 4.5234
C -4.4226 -2.7440 4.9511
C -4.5401 -1.5995 4.1952
C -3.8718 -1.5839 2.9729
H -7.7335 -1.9263 1.0404
H -6.0463 -2.0244 1.5113
H -6.4882 -1.5217 -0.1345
H -7.0616 0.0756 2.4232
H -7.6894 0.4693 0.8349
H -5.8682 1.9100 1.0543
H -5.2750 0.6280 0.0103
H -4.7783 0.8533 3.0186
H -3.6509 1.4242 1.7909
H -1.0971 -3.7623 1.0899
H -1.2990 -2.6808 -0.2926
H -3.1820 -4.9381 0.5755
H -2.0902 -4.9631 -0.8057
H -4.4170 -2.9995 -0.5239
H -4.5266 -4.5398 -1.3405
H -2.6464 -2.2669 -2.1957
H -4.1394 -2.7611 -2.9951
H -2.7465 -3.8494 -2.9609
H -2.4061 -4.6834 2.9893
H -3.5868 -4.7144 5.1593
H -4.9400 -2.8067 5.8983
H -5.1335 -0.7636 4.5386
N 0.2508 1.0119 -2.1064
C 0.2356 1.6470 -3.0665
C 0.2090 2.4253 -4.2441
C -1.0087 2.5974 -4.9166
C -1.0449 3.3660 -6.0627
C 0.1186 3.9559 -6.5425
C 1.3271 3.7788 -5.8783
C 1.3814 3.0164 -4.7288
H -1.9050 2.1279 -4.5334
H -1.9803 3.5016 -6.5877
H 0.0837 4.5542 -7.4430
H 2.2296 4.2325 -6.2642
H 2.3157 2.8697 -4.2038